Entry 1:
The following is a quantum chemistry calculation of a cluster of 6 separate species, C41H43IN3O11PS in total, from the Open Molecules 2025 dataset.

Each line ends with the Mulliken charge.
CARTESIAN COORDINATES (ANGSTROEM)
C -9.77664 1.67296 -0.80638  -0.876
N -8.71987 1.96686 -1.77111  -0.292
C -7.51861 2.59999 -1.25516  -1.145
P -6.30278 1.35304 -0.45205  0.665
C -5.16272 2.72375 0.12766  -0.954
C -3.66995 2.58276 -0.19052  0.336
C -2.87698 3.85348 0.16282  -0.905
C -2.25234 3.88349 1.54797  -0.591
S -3.41636 4.00767 2.93865  -0.212
C -3.70498 2.32413 3.27248  0.417
N -2.83108 1.36295 3.28492  0.022
N -3.53431 0.20989 3.62509  -0.507
C -4.75406 0.58086 3.80816  -0.034
O -4.94764 1.90552 3.59524  -0.269
C -5.24151 -0.05634 0.31708  -0.071
C -4.54132 -1.02923 -0.63909  -0.573
C -3.75460 -0.41940 -1.79264  -0.836
I -5.94329 -2.50938 -1.36496  0.000
H -10.75367 1.80100 -1.27156  0.289
H -9.74204 0.64281 -0.43913  0.279
H -9.69870 2.32517 0.05827  0.331
H -8.49952 1.15410 -2.33161  0.285
H -7.80629 3.32000 -0.48441  0.435
H -7.03010 3.15599 -2.06364  0.364
H -7.36928 0.98736 0.41838  -0.107
H -6.28133 0.68801 -1.71906  -0.180
H -5.34531 2.83754 1.19490  0.226
H -5.50472 3.64460 -0.34216  0.611
H -3.20837 1.74408 0.32593  -0.258
H -3.56800 2.42184 -1.26185  0.443
H -2.04197 3.92948 -0.53857  0.444
H -3.49107 4.73695 -0.01172  0.334
H -1.61413 3.02114 1.72327  0.128
H -1.63887 4.77751 1.64113  0.493
H -5.58817 -0.03479 4.08915  0.433
H -5.93586 -0.64337 0.91983  0.858
H -4.48641 0.31018 1.01453  -0.819
H -3.84016 -1.61416 -0.05051  0.627
H -4.25717 0.41107 -2.27981  0.201
H -3.54963 -1.18009 -2.54000  0.502
H -2.80337 -0.04302 -1.42073  0.037
O 3.37326 0.08152 3.00743  -0.613
C 2.53237 0.11979 2.13120  0.131
C 1.08271 0.10927 2.44921  -0.549
C 0.17418 0.14368 1.47870  -0.166
C 0.57172 0.19470 0.04856  0.296
O -0.27385 0.22321 -0.82288  -0.563
C 2.01834 0.21038 -0.26610  -0.576
C 2.92713 0.17663 0.70368  -0.092
H 0.81488 0.07466 3.49770  0.482
H -0.89132 0.14460 1.67913  0.463
H 2.28914 0.25209 -1.31329  0.548
H 3.98684 0.18612 0.49557  0.600
O 5.42539 -6.50229 0.25611  -0.540
C 5.37185 -5.32758 -0.03288  0.322
C 5.69495 -4.85635 -1.40447  -0.415
C 5.63939 -3.56600 -1.72189  -0.396
C 5.25024 -2.54399 -0.71913  0.422
O 5.19700 -1.36686 -1.00788  -0.507
C 4.92745 -3.01256 0.65243  -0.163
C 4.98324 -4.30298 0.96986  -0.434
H 5.97476 -5.62032 -2.11848  0.405
H 5.87012 -3.19919 -2.71397  0.430
H 4.65060 -2.24890 1.36958  0.435
H 4.75323 -4.66871 1.96240  0.437
O 4.36535 2.81210 -0.18559  -0.493
C 5.31823 3.26465 0.41436  0.422
C 5.85882 4.60950 0.08708  -0.496
C 6.90820 5.10693 0.73495  -0.457
C 7.57737 4.33834 1.81502  0.214
O 8.54008 4.78944 2.40125  -0.554
C 7.03361 2.99987 2.14824  -0.476
C 5.98591 2.50098 1.49754  0.033
H 5.35431 5.14826 -0.70495  0.433
H 7.32371 6.08130 0.51092  0.407
H 7.53608 2.46083 2.93734  0.538
H 5.57549 1.52534 1.72748  0.413
O 9.09260 0.75365 2.62607  -0.553
C 10.18856 1.01073 2.17117  0.539
C 10.95201 2.19771 2.62871  -0.221
C 12.14930 2.48077 2.12291  -0.388
C 12.77077 1.62240 1.08314  0.333
O 13.86159 1.87833 0.62298  -0.544
C 12.00223 0.43619 0.62447  -0.372
C 10.80468 0.15356 1.12879  -0.419
H 10.47657 2.81519 3.38012  0.396
H 12.72389 3.34246 2.43730  0.411
H 12.47311 -0.17383 -0.13576  0.401
H 10.22557 -0.70408 0.81067  0.430
O -8.77964 -5.36462 -2.82369  -0.552
C -7.98180 -6.02142 -3.45709  0.491
C -6.52346 -5.76869 -3.35344  0.018
C -5.64686 -6.48606 -4.05027  -0.548
C -6.08990 -7.57201 -4.96012  0.412
O -5.29262 -8.22810 -5.59464  -0.544
C -7.55012 -7.82554 -5.06350  -0.353
C -8.42672 -7.10771 -4.36691  -0.344
H -6.22324 -4.97057 -2.68396  0.115
H -4.57910 -6.31732 -3.99065  0.413
H -7.85024 -8.62140 -5.73315  0.403
H -9.49474 -7.27451 -4.42616  0.407

## Properties
* structure (SMILES): CNC[PH2](CCCCSc1nnco1)C[C@H](C)I.O=C1C=CC(=O)C=C1.O=C1C=CC(=O)C=C1.O=C1C=CC(=O)C=C1.O=C1C=CC(=O)C=C1.O=C1C=CC(=O)C=C1
* orbital gap: 0.2060 Ha

---

Entry 2:
The following is a quantum chemistry calculation of a structure of composition C4H8N2 in a non-equilibrium geometry, from the Open Molecules 2025 dataset.

Each line ends with the Mulliken charge.
CARTESIAN COORDINATES (ANGSTROEM)
C -1.22110 1.09319 0.44515  -0.675
C 0.99748 0.24547 -0.05778  0.343
C -0.88842 -0.11714 -0.16749  0.346
N 1.79894 -0.78607 0.36699  -0.445
C -1.28801 -1.30931 -0.52143  -0.811
N 1.39788 1.31561 -0.61227  -0.647
H 1.41319 -1.50734 0.95094  0.216
H 2.80664 -0.67783 0.35160  0.195
H 2.41104 1.36070 -0.77061  0.197
H -0.90151 1.98203 -0.09020  0.294
H -1.14854 1.12260 1.52679  0.198
H -2.48046 0.85088 0.09594  0.188
H -2.33152 -1.50730 -0.72031  0.309
H -0.56563 -2.06548 -0.79730  0.293

## Properties
* orbital gap: 0.3539 Ha

---

Entry 3:
The following is a quantum chemistry calculation of a structure of composition C38H50ClFOP4Pb in a non-equilibrium geometry, from the Open Molecules 2025 dataset.

Each line ends with the Mulliken charge.
CARTESIAN COORDINATES (ANGSTROEM)
P 1.51944 1.14621 -3.49852  -0.012
C 3.12763 1.49874 -2.95518  1.292
C 3.96677 0.86721 -3.91322  -0.575
H 3.54326 0.05988 -4.51328  0.431
C 5.24347 1.34988 -4.09750  -0.778
H 5.84963 0.90792 -4.87968  0.432
C 5.71727 2.38575 -3.28812  -0.452
H 6.72410 2.75842 -3.45991  0.420
C 4.92270 2.93332 -2.27554  -0.622
H 5.33186 3.72580 -1.64981  0.436
C 3.61680 2.49237 -2.06998  -0.745
H 2.98753 2.87668 -1.26279  0.442
C 1.05762 -0.55583 -3.54391  0.622
C 1.74399 -1.65671 -2.97071  0.054
H 2.50292 -1.49386 -2.19684  0.514
C 1.42279 -2.93759 -3.40976  -0.578
H 1.95377 -3.80194 -3.00833  0.471
C 0.44821 -3.12887 -4.39401  -0.608
H 0.24011 -4.12691 -4.77604  0.454
C -0.26261 -2.04340 -4.90671  -0.841
H -1.00839 -2.17063 -5.68506  0.481
C -0.01408 -0.76900 -4.44213  -0.740
H -0.55643 0.10350 -4.81368  0.460
C 0.29027 2.38772 -3.45531  0.993
C 0.62428 3.04232 -4.66705  -0.775
H 1.53567 2.70968 -5.17688  0.486
C -0.19930 4.02863 -5.15595  -0.752
H 0.06518 4.49210 -6.09679  0.440
C -1.33276 4.39874 -4.42624  -0.649
H -1.96776 5.18553 -4.82589  0.405
C -1.64766 3.78126 -3.21146  -0.675
H -2.53400 4.10182 -2.66177  0.451
C -0.84625 2.75518 -2.69801  0.878
H -1.05617 2.28542 -1.73190  -0.211
Pb 0.29021 0.18026 2.46145  2.416
C -1.65709 -1.20545 1.54707  -1.315
C -1.89065 -1.49331 0.26853  0.767
H -2.28513 -1.61209 2.35280  0.054
C -1.11001 -0.88218 -0.86710  1.669
O -2.01189 -0.10221 -1.65233  -0.857
H -1.58650 0.40387 -2.37477  0.175
C -0.05764 0.04914 -0.50806  -0.733
H -0.63698 -1.67618 -1.46142  -0.457
C 0.50825 0.49115 0.57144  -2.083
Cl 2.42413 1.95988 2.50011  -0.521
P -1.52903 2.33732 2.50389  1.042
P 1.87110 -2.09996 2.23265  1.101
C -1.03882 3.33691 3.94180  -1.282
H 0.01772 3.62107 3.82534  0.331
H -1.14650 2.74348 4.86062  0.287
H -1.68665 4.22369 3.97061  0.512
C -1.59728 3.49219 1.09994  -1.274
H -2.27598 3.10039 0.32548  0.273
H -0.58650 3.59037 0.67298  0.282
H -1.95135 4.46450 1.47837  0.599
C -3.24762 1.83664 2.82745  -1.152
H -3.28077 1.17541 3.70639  0.310
H -3.63068 1.28710 1.95315  0.162
H -3.84373 2.74315 3.00930  0.462
C 2.65711 -2.33904 3.85209  -1.302
H 1.90033 -2.65149 4.58501  0.319
H 3.10248 -1.39042 4.18455  0.323
H 3.43371 -3.10766 3.74205  0.523
C 1.05843 -3.68255 1.85910  -1.210
H 0.68919 -3.66648 0.82142  0.183
H 0.20153 -3.81627 2.53715  0.326
H 1.78610 -4.49614 1.99786  0.466
C 3.24934 -1.97799 1.05456  -1.144
H 3.58138 -0.92960 1.00553  0.323
H 2.91685 -2.30221 0.05680  0.134
H 4.06146 -2.62236 1.42332  0.549
P -3.25055 -2.54325 -0.32211  1.401
C -3.94352 -3.59504 0.98659  -1.236
C -2.62863 -3.63023 -1.64185  -1.150
H -4.31491 -2.96938 1.81302  0.386
H -3.16567 -4.26552 1.38466  0.394
H -4.78328 -4.22777 0.64300  0.419
H -2.30697 -3.01850 -2.49530  0.224
H -3.37899 -4.35803 -1.99487  0.491
H -1.75898 -4.17602 -1.25114  0.359
C -4.61786 -1.56961 -1.02411  -1.237
H -4.96227 -0.85590 -0.26346  0.397
H -5.47666 -2.17874 -1.35726  0.462
H -4.21443 -1.00327 -1.87375  0.322
H 1.32447 1.17699 0.21575  0.105
F -0.47630 -0.26212 8.53018  -0.325
C -0.31671 -0.18914 7.17301  0.200
C 0.81223 0.47975 6.69404  -0.594
C 0.95405 0.56099 5.31796  -0.887
C -0.04058 -0.02820 4.54855  0.765
C -1.16003 -0.69796 5.00039  -0.546
C -1.30827 -0.78605 6.38263  -0.799
H 1.56356 0.92790 7.34854  0.468
H 1.79370 1.07330 4.83395  0.301
H -1.88242 -1.13154 4.29705  0.219
H -2.16933 -1.30495 6.80741  0.453

## Properties
* total charge: +2
* orbital gap (spin up / spin down): 0.1896 / 0.2500 Ha

---

Entry 4:
The following is a quantum chemistry calculation of a cluster of 2 separate species, C3H7N2O2 in total in a non-equilibrium geometry, from the Open Molecules 2025 dataset.

Each line ends with the Löwdin spin population.
CARTESIAN COORDINATES (ANGSTROEM)
C 3.07313 0.02166 -0.26282  0.055
C 0.40611 -0.83785 0.51745  1.291
C -0.16219 0.31091 1.17443  0.173
N 2.54830 -0.59083 0.63979  0.117
N 0.18934 -0.60614 -0.92961  0.149
O 3.40219 0.67314 -1.17729  0.073
O -0.85692 1.22168 0.45117  0.020
H 0.51206 0.68305 1.88222  0.026
H -0.74519 -0.31889 1.88274  0.047
H 3.08212 -1.10547 1.34223  -0.003
H 0.24173 -1.47307 -1.50449  0.010
H 0.87227 0.07775 -1.32882  0.025
H -0.58861 0.08631 -1.19482  0.016
H -0.83167 2.14923 0.68245  0.002

## Properties
* total charge: +1
* ⟨S²⟩: 2.01
* multiplicity: 3
* orbital gap (spin up / spin down): 0.3116 / 0.3272 Ha